Record 1
ORCA calculation (ωB97M-V with the def2-TZVPD basis set) on a molecular structure, C37H32ClFIKN9O.

Geometry as XYZ:
```
83
Properties=species:S:1:pos:R:3:forces:R:3
K 0.1848 0.3440 0.3867 -0.4 -0.3 -0.4
C 0.9549 1.3322 5.0775 0.0 0.0 0.0
C -0.0596 2.1356 5.5704 0.0 0.0 0.0
C -1.0835 2.5226 4.7221 0.0 0.0 0.0
C -1.0567 2.0780 3.4010 -0.1 0.0 0.0
N -0.0935 1.2892 2.9386 0.0 0.1 0.1
C 0.8940 0.9355 3.7494 0.0 0.1 0.0
C -2.1265 2.4482 2.4219 0.0 0.1 0.0
C -2.9271 3.5738 2.6072 0.0 0.0 0.0
C -3.9150 3.8509 1.6771 0.0 0.0 0.0
C -4.0841 2.9950 0.6023 0.0 0.0 0.0
C -3.2314 1.9057 0.4917 0.1 0.0 0.0
N -2.2657 1.6483 1.3652 -0.1 -0.1 0.1
H 1.7801 1.0147 5.7003 0.0 0.0 0.0
H -0.0565 2.4605 6.6035 0.0 0.0 0.0
H -1.8926 3.1395 5.0866 0.0 0.0 0.0
H 1.6770 0.3292 3.3083 0.0 0.0 0.0
H -2.7674 4.2339 3.4476 0.0 0.0 0.0
H -4.5411 4.7268 1.7929 0.0 0.0 0.0
H -4.8504 3.1619 -0.1426 0.0 0.0 0.0
H -3.3208 1.1942 -0.3236 0.0 0.0 0.0
N 0.3256 -4.0007 2.7181 -0.1 0.0 0.0
C -0.5779 -3.5380 3.6460 0.0 -0.1 0.0
C -0.8298 -2.2458 3.3015 0.0 0.1 0.0
N -0.1265 -1.9081 2.1744 0.0 0.0 0.1
C 0.5334 -2.9841 1.8367 0.0 0.0 0.0
C 1.4794 -3.0409 0.7309 -0.1 0.0 0.0
N 1.8512 -1.9960 0.0283 0.3 -0.2 0.2
C 2.8456 -2.4554 -0.8035 -0.1 0.0 -0.1
C 3.0326 -3.7919 -0.6270 0.0 -0.1 0.0
N 2.1675 -4.1572 0.3788 0.0 0.0 0.0
H 0.5260 -4.9715 2.5433 0.0 0.0 0.0
H -0.9563 -4.1621 4.4355 0.0 0.0 0.0
H -1.4770 -1.5378 3.7914 0.0 0.0 0.0
H 3.3432 -1.7939 -1.4925 0.0 0.0 0.0
H 3.6821 -4.5003 -1.1091 0.0 0.0 0.0
H 1.8982 -5.1004 0.6101 0.0 0.0 0.0
Cl 4.3200 6.1074 -2.2887 0.0 0.0 0.0
C 3.6741 4.7891 -1.3341 -0.2 -0.1 0.0
C 4.5076 4.0641 -0.5300 0.1 -0.1 0.1
C 4.0284 3.0079 0.2485 0.0 0.2 -0.3
I 5.3643 1.9385 1.4242 0.1 -0.1 0.1
C 2.6807 2.5885 0.2452 -0.2 0.0 0.0
O 2.2323 1.6201 0.8950 0.4 0.2 0.2
C 1.7907 3.4176 -0.6003 0.2 -0.1 0.0
N 0.4808 3.0870 -0.5902 0.0 0.0 0.0
C -0.3600 3.8033 -1.2945 -0.1 0.0 0.0
C 0.0285 4.8951 -2.0888 0.0 0.0 0.0
C 1.3528 5.2297 -2.1375 0.0 0.0 0.0
C 2.2885 4.4919 -1.3789 0.0 0.2 0.0
H 5.5609 4.3116 -0.4944 0.0 0.0 0.0
H -1.4066 3.5112 -1.2520 0.0 0.0 0.0
H -0.7129 5.4464 -2.6526 0.0 0.0 0.0
H 1.6967 6.0583 -2.7417 0.0 0.0 0.0
C 0.2797 -3.2192 -4.5953 0.0 0.0 0.0
C 0.3966 -1.8041 -4.1400 0.0 0.0 -0.1
C 0.2415 -0.6129 -4.8156 0.0 -0.1 0.1
C 0.4486 0.3917 -3.8459 0.2 0.1 -0.1
N 0.7283 -0.1407 -2.6661 -0.2 0.0 0.0
N 0.6987 -1.4694 -2.8727 -0.1 0.0 0.1
C 0.4086 1.8705 -4.0390 0.0 0.1 0.0
H 0.3094 -3.2599 -5.6832 0.0 0.0 0.0
H -0.6558 -3.6708 -4.2602 0.0 0.0 0.0
H 1.1003 -3.8294 -4.2138 0.0 0.0 0.0
H 0.0278 -0.4918 -5.8646 0.0 0.0 0.0
H 0.7338 -2.0789 -2.0686 0.0 0.0 0.0
H 0.6094 2.1259 -5.0803 0.0 0.0 0.0
H 1.1458 2.3703 -3.4118 0.0 0.0 0.0
H -0.5720 2.2773 -3.7842 0.0 0.0 0.0
F -0.0567 -6.2096 0.4240 0.1 0.0 0.0
C -0.9585 -5.2024 0.0384 -0.1 0.1 0.0
C -1.9942 -4.8570 0.8938 0.0 0.0 0.0
C -2.7841 -3.7663 0.6185 0.0 0.0 0.1
C -2.5794 -2.9201 -0.5334 0.1 -0.1 0.0
C -3.2885 -1.7623 -0.7600 0.0 0.0 0.0
C -1.5662 -3.4206 -1.4325 0.0 0.1 0.0
C -0.7605 -4.5023 -1.1388 0.0 -0.1 0.0
H -2.1755 -5.4401 1.7909 0.0 0.0 0.0
H -3.5826 -3.5241 1.3116 0.0 0.1 0.0
H -4.0650 -1.4508 -0.0726 0.0 0.0 0.0
H -3.1379 -1.1916 -1.6693 0.0 0.0 0.0
H -1.4320 -2.9032 -2.3742 0.0 0.0 0.0
H 0.0175 -4.8116 -1.8315 0.0 0.0 0.0
```
Forces are in eV/Å.

Output
- M: 839.2 g/mol
- Relative energy (zero: lowest compared OMol25 entry of this formula, charge and spin): 7.49 kJ/mol
- Energy: -3455.0098 Ha
- Orbital gap: 4.58 eV
- Total charge: -1

***

Record 2
ORCA calculation (ωB97M-V with the def2-TZVPD basis set) on a molecular structure, C37H32MgN6O8P2 in a non-equilibrium geometry.

Geometry as XYZ:
```
86
Properties=species:S:1:pos:R:3:forces:R:3
Mg -0.3742 0.7907 -2.1754 0.2 0.4 -1.2
O 0.5150 1.5883 -6.1838 -0.2 0.4 1.1
C 0.1194 1.7973 -5.0329 -0.1 -1.1 0.0
O 0.3538 0.9809 -4.0286 -0.9 0.5 -0.4
C -0.7502 3.0386 -4.7667 0.5 1.1 0.1
C -0.8328 4.0074 -5.7632 -1.3 0.4 -0.3
C -1.6647 5.1898 -5.6213 2.1 -2.0 -0.1
C -2.1861 5.4893 -4.4051 -0.7 0.0 0.3
C -2.0224 4.5831 -3.3982 -0.3 0.4 1.8
C -1.3163 3.3623 -3.4807 0.3 -1.1 0.9
O -1.1729 2.6143 -2.4158 0.0 0.5 -0.9
N -2.5614 5.0733 -2.0561 0.8 0.1 -1.5
O -2.3732 6.2862 -1.8479 -0.8 -2.3 0.6
O -3.1318 4.2467 -1.3446 0.4 1.8 -0.2
N -1.8945 6.1330 -6.6752 0.0 -0.8 -0.6
O -2.4807 7.1445 -6.3360 0.1 0.5 -1.0
O -1.5625 5.8126 -7.8164 -0.2 0.7 0.8
H -0.3156 3.7809 -6.6967 -0.3 0.2 0.2
H -2.7995 6.3659 -4.2497 0.3 0.0 0.0
C -2.6077 -6.3369 9.4282 0.8 0.6 0.5
O -3.2022 -5.0927 9.0911 0.3 0.2 -0.4
C -2.7690 -4.4216 7.9802 -1.2 0.5 0.3
C -1.6423 -4.6906 7.2355 1.2 -1.2 0.5
C -1.3987 -4.0125 6.0544 0.4 -0.4 -1.2
C -2.3210 -3.1101 5.5120 0.6 -0.3 1.8
C -3.3481 -2.7212 6.3892 -0.9 0.7 -1.5
C -3.6039 -3.3467 7.5710 0.0 -0.9 1.3
C -2.0949 -2.5500 4.2050 1.7 0.2 -1.6
N -1.2036 -3.0362 3.3237 -0.7 -0.3 0.7
C -1.2010 -2.2036 2.2458 -1.8 1.4 1.7
C -2.0919 -1.1294 2.4711 0.4 -1.7 1.1
N -2.6341 -1.3985 3.7299 0.1 0.5 -1.0
C -2.4261 -0.1375 1.5320 -0.5 0.7 -1.9
C -3.4875 0.8235 1.6104 1.3 -0.1 0.3
C -3.6800 1.7316 0.5767 -0.1 -1.3 0.3
C -2.9664 1.5098 -0.5902 1.5 -0.1 -1.2
N -1.9739 0.5732 -0.7364 -1.3 1.4 0.0
C -1.6891 -0.2190 0.2838 -0.2 -0.9 1.7
C -0.6528 -1.2703 0.1017 0.7 -0.2 -1.0
N 0.0873 -1.2445 -1.0668 -0.2 -1.6 0.9
C 0.9204 -2.3093 -1.2899 -0.6 1.7 -0.6
C 1.0491 -3.4136 -0.4532 -0.1 -0.4 1.2
C 0.3740 -3.4057 0.7797 0.0 0.2 -1.6
C -0.4676 -2.3100 1.0534 0.4 0.2 -0.9
H -3.0012 -6.6150 10.3926 -0.4 -0.1 0.2
H -1.5288 -6.2419 9.5937 0.0 0.1 -0.3
H -2.8012 -7.1085 8.7020 -0.2 -0.2 -0.4
H -0.9014 -5.4661 7.5552 -0.9 0.8 -0.3
H -0.4788 -4.2668 5.4938 -0.8 0.2 0.3
H -4.0522 -1.9524 6.0426 0.2 -0.3 0.3
H -4.4602 -3.0948 8.2258 0.6 -0.1 -0.6
H -3.1579 -0.7249 4.2458 -0.4 0.1 0.3
H -4.0538 0.8982 2.5352 0.0 0.0 -0.1
H -4.4190 2.5257 0.6143 0.1 -0.2 0.0
H -3.0947 2.1913 -1.4431 0.1 -0.7 0.5
H 1.5218 -2.2435 -2.2136 -0.5 0.0 0.6
H 1.6928 -4.2651 -0.7426 -0.5 0.7 0.2
H 0.3830 -4.2643 1.4463 0.2 0.3 0.0
C 2.3454 2.9819 -1.8679 0.7 0.5 0.8
P 1.8490 1.3965 -1.0627 0.1 1.2 0.6
C 1.4304 1.9762 0.6878 0.0 -0.7 -0.4
C 3.3735 0.3795 -0.8990 0.4 -1.0 -0.9
C 3.7420 -0.2553 0.2928 0.2 -0.1 -0.7
C 4.8450 -1.1026 0.3025 -0.1 -0.1 0.4
C 5.5848 -1.3589 -0.8387 1.4 -0.5 0.6
C 5.1822 -0.8672 -2.0461 -1.3 0.9 0.0
C 4.0724 -0.0109 -2.0972 0.2 0.0 0.8
P 3.4029 0.5492 -3.6790 -1.1 1.1 -0.4
C 4.8102 1.3684 -4.5641 0.6 -0.9 0.7
C 3.1057 -1.0127 -4.6165 0.2 0.1 0.4
H 3.4466 3.1529 -1.9027 -0.7 -0.3 0.1
H 1.8916 3.8159 -1.3041 0.1 -0.3 -0.2
H 1.9622 2.9863 -2.8726 -0.1 0.0 -0.4
H 2.2983 2.2575 1.2686 0.3 0.3 0.0
H 0.9777 1.1338 1.2192 -0.1 0.0 0.0
H 0.6863 2.7894 0.6711 0.4 -0.3 -0.2
H 3.1666 -0.1391 1.1926 -0.1 0.2 0.3
H 5.1178 -1.6139 1.2181 0.1 0.2 0.1
H 6.5532 -1.8897 -0.7710 -0.9 -0.1 0.0
H 5.6408 -1.1666 -2.9682 0.4 0.0 -0.3
H 5.7394 0.7932 -4.3380 -0.4 0.5 -0.6
H 4.9552 2.4065 -4.2422 -0.2 -0.3 0.0
H 4.5678 1.3647 -5.6273 0.2 -0.1 0.0
H 2.6768 -1.7537 -3.8964 0.2 0.5 -0.8
H 4.0311 -1.4049 -5.0602 -0.3 -0.1 0.0
H 2.3791 -0.7113 -5.3906 0.2 -0.4 0.3
```
Forces are in eV/Å.

Output
- M: 775.0 g/mol
- Relative energy (zero: lowest compared OMol25 entry of this formula, charge and spin): 0.00 kJ/mol
- Energy: -3242.4005 Ha
- Orbital gap: 6.64 eV